{"formula": "C20H21N11RhS", "method": "ωB97M-V/def2-TZVPD", "total_energy_ev": -51289.115, "homo_lumo_gap_ev": [4.5318, 4.2939], "de_lowest_kcal_mol": 59.5, "homo_energy_ha": [-0.583, -0.583], "total_charge": 3, "species": ["Rh", "C", "C", "N", "N", "C", "N", "S", "C", "C", "C", "C", "C", "N", "H", "H", "H", "H", "H", "H", "H", "H", "H", "H", "N", "C", "C", "C", "C", "C", "C", "C", "N", "C", "C", "N", "C", "H", "H", "H", "H", "H", "H", "H", "N", "C", "N", "N", "C", "N", "H", "H", "H", "H"], "positions_angstrom": [[0.084, -1.545, 0.299], [-0.910, -5.898, -0.750], [-0.902, -4.477, -0.320], [-0.082, -3.579, -0.758], [0.853, -3.852, -1.708], [2.011, -3.175, -1.697], [2.885, -3.316, -2.679], [2.342, -2.169, -0.344], [-1.799, -4.017, 0.747], [-2.756, -4.853, 1.323], [-3.470, -4.407, 2.425], [-3.238, -3.127, 2.898], [-2.307, -2.330, 2.241], [-1.601, -2.766, 1.208], [-0.015, -6.182, -1.299], [-1.784, -6.103, -1.371], [-0.979, -6.554, 0.117], [0.669, -4.567, -2.412], [2.707, -3.890, -3.491], [3.796, -2.885, -2.620], [-2.930, -5.843, 0.935], [-4.189, -5.049, 2.912], [-3.750, -2.745, 3.768], [-2.140, -1.315, 2.579], [4.408, 7.698, -0.771], [3.839, 6.736, -1.005], [3.116, 5.541, -1.246], [3.536, 4.348, -0.648], [2.801, 3.196, -0.830], [1.629, 3.215, -1.598], [1.241, 4.399, -2.229], [1.978, 5.554, -2.060], [0.822, 2.062, -1.685], [-0.315, 1.881, -2.435], [-0.807, 0.649, -2.123], [0.013, 0.069, -1.196], [0.980, 0.939, -0.958], [4.425, 4.330, -0.036], [3.153, 2.288, -0.370], [0.358, 4.434, -2.847], [1.665, 6.469, -2.540], [-0.695, 2.598, -3.134], [-1.676, 0.157, -2.513], [1.792, 0.770, -0.278], [-2.889, 3.429, 2.849], [-1.668, 2.913, 2.888], [-0.657, 3.600, 3.418], [-1.524, 1.726, 2.320], [-0.674, 0.847, 2.094], [-0.017, -0.080, 1.785], [-3.111, 4.305, 3.296], [-3.644, 2.896, 2.449], [-0.814, 4.513, 3.821], [0.236, 3.165, 3.581]], "forces_ev_per_angstrom": [[-0.7, -1.3, -1.2], [0.0, -0.1, -0.2], [0.4, 0.1, -0.1], [-0.3, 1.8, 1.0], [0.5, -0.5, -1.1], [-0.3, -0.2, -0.3], [-0.3, 0.0, 0.5], [-0.4, 1.3, 0.6], [-0.6, -0.4, 0.5], [0.6, 0.3, -0.4], [-0.1, 0.4, 0.2], [0.0, -0.2, -0.1], [-0.3, 0.0, 0.4], [0.6, 0.8, 0.1], [0.0, 0.0, 0.0], [0.0, 0.0, -0.1], [0.0, 0.1, 0.0], [-0.1, 0.3, 0.2], [0.0, -0.2, 0.0], [0.0, 0.1, 0.0], [0.0, -0.1, 0.0], [-0.1, -0.1, 0.0], [-0.1, 0.0, 0.0], [0.2, -0.1, -0.1], [0.4, 0.6, 0.1], [0.0, 0.0, 0.0], [-0.4, -0.7, -0.2], [-0.3, 0.3, -0.2], [-0.4, -0.1, -0.3], [1.0, 1.4, 0.2], [-0.1, -0.5, 0.1], [0.3, -0.1, 0.3], [-0.5, -1.3, 0.2], [-0.2, -0.4, 0.1], [-0.7, -0.1, -0.4], [1.3, -1.0, 1.6], [0.5, 0.5, 0.0], [0.1, 0.0, 0.0], [0.1, -0.1, 0.1], [-0.1, 0.0, 0.0], [0.0, 0.1, 0.0], [0.0, 0.1, -0.1], [-0.1, 0.0, -0.1], [0.0, 0.1, 0.0], [0.1, 0.2, 0.2], [0.2, 0.6, 0.0], [-0.2, 0.0, 0.1], [-0.4, -0.6, 0.1], [-0.1, 0.2, -0.5], [0.6, -1.1, -1.1], [0.0, 0.0, 0.0], [0.1, 0.0, 0.0], [0.1, -0.1, 0.0], [0.0, 0.0, -0.1]], "lowdin_charge": [0.97, 0.03, -0.19, -0.02, 0.01, -0.71, 0.19, 0.81, -0.20, 0.05, 0.03, 0.02, -0.08, 0.02, 0.09, 0.13, 0.11, 0.18, 0.15, 0.14, 0.13, 0.14, 0.13, 0.10, 0.21, -0.17, -0.20, 0.01, 0.00, -0.17, 0.01, 0.02, 0.02, 0.01, -0.08, -0.04, -0.17, 0.13, 0.10, 0.11, 0.14, 0.14, 0.12, 0.10, 0.23, -0.44, 0.23, 0.17, -0.30, 0.02, 0.14, 0.14, 0.14, 0.14]}